DFT (ωB97M-V/def2-TZVPD) results for a 2-piece molecular cluster, C4H12 overall at a distorted geometry.

Bonds (Å) are listed after each position.
CARTESIAN COORDINATES (ANGSTROEM)
1 C -2.64119 -0.50798 -1.16641  C2 1.538, H3 1.089, H4 1.096, H5 1.080
2 C -1.28164 0.12586 -0.82838  C1 1.538, H6 1.091, H7 1.083, H8 1.085
3 H -2.67881 -0.91788 -2.17515  C1 1.089
4 H -2.79454 -1.40574 -0.55724  C1 1.096
5 H -3.47367 0.15383 -0.97996  C1 1.080
6 H -1.39248 1.20785 -0.90742  C2 1.091
7 H -0.94782 -0.06376 0.18432  C2 1.083
8 H -0.55228 -0.17177 -1.57403  C2 1.085
9 C 1.61240 0.82772 1.34885  C10 1.541, H11 1.086, H12 1.085, H13 1.083
10 C 2.32720 -0.37494 0.70190  C9 1.541, H14 1.093, H15 1.092, H16 1.091
11 H 1.51087 0.60129 2.40643  C9 1.086
12 H 2.10868 1.75989 1.10052  C9 1.085
13 H 0.63948 0.90146 0.87843  C9 1.083
14 H 1.93053 -0.61586 -0.28724  C10 1.093
15 H 2.23275 -1.31034 1.25707  C10 1.092
16 H 3.40052 -0.20964 0.59831  C10 1.091

Max |F| ... 1.35 eV/Å
Multiplicity ... 1
Energy above the lowest of the compared OMol25 structures with the same formula, charge and spin ... 7.6 kcal/mol
Gap between HOMO and LUMO ... 12.81 eV
Total energy ... -159.5729 a.u.